1.
11 unconnected molecules or ions with the total composition C36H96N7O15 at a distorted geometry, computed with ωB97M-V with the def2-TZVPD basis set.

Geometry as XYZ:
```
154
C36H96N7O15 | OMol25 | ωB97M-V with the def2-TZVPD basis set
C -5.881 -0.180 -3.953
C -5.744 -1.311 -2.953
C -5.940 -2.753 -3.401
O -6.219 -3.505 -2.245
C -6.085 -4.897 -2.444
N -4.429 -1.155 -2.174
H -4.232 -1.937 -1.532
H -3.552 -0.958 -2.660
H -4.623 -0.335 -1.606
H -5.809 0.863 -3.648
H -6.782 -0.418 -4.519
H -5.041 -0.203 -4.655
H -6.522 -1.188 -2.195
H -5.033 -3.119 -3.896
H -6.750 -2.906 -4.122
H -5.269 -5.178 -3.109
H -7.031 -5.406 -2.646
H -5.805 -5.289 -1.462
C 6.704 2.318 -2.955
C 6.427 2.798 -1.509
C 5.070 2.417 -0.903
O 4.732 1.034 -0.946
C 5.138 0.371 0.244
N 7.596 2.327 -0.579
H 7.303 2.199 0.389
H 7.952 1.397 -0.833
H 8.416 2.908 -0.754
H 7.032 1.279 -2.888
H 7.393 2.988 -3.460
H 5.762 2.242 -3.497
H 6.668 3.854 -1.385
H 4.261 2.967 -1.380
H 5.080 2.679 0.161
H 4.827 0.826 1.192
H 6.227 0.303 0.385
H 4.755 -0.648 0.177
C -5.777 -0.048 5.800
C -4.354 0.189 5.313
C -3.959 1.652 5.166
O -2.658 1.788 4.666
C -2.538 1.793 3.251
N -3.361 -0.543 6.220
H -3.384 -0.169 7.171
H -3.506 -1.552 6.257
H -2.405 -0.338 5.911
H -6.377 0.721 5.309
H -5.905 0.163 6.863
H -6.146 -1.029 5.517
H -4.248 -0.372 4.382
H -4.082 2.222 6.088
H -4.740 2.022 4.493
H -2.383 0.833 2.758
H -1.713 2.422 2.902
H -3.380 2.376 2.865
C 3.581 -5.329 2.894
C 3.236 -5.945 1.532
C 1.779 -6.293 1.352
O 1.604 -6.827 0.079
C 0.318 -7.334 -0.191
N 3.653 -4.944 0.447
H 3.392 -3.979 0.716
H 4.667 -4.877 0.487
H 3.231 -5.027 -0.495
H 4.483 -4.724 2.785
H 3.723 -6.118 3.629
H 2.812 -4.655 3.272
H 3.875 -6.772 1.219
H 1.218 -5.365 1.520
H 1.561 -7.016 2.147
H 0.080 -8.208 0.424
H 0.280 -7.688 -1.219
H -0.451 -6.572 -0.052
C -0.557 -0.729 0.744
C -0.048 -1.152 -0.618
C 1.055 -0.259 -1.122
O 1.367 -0.732 -2.422
C 2.636 -0.332 -2.910
N 0.405 -2.561 -0.597
H 0.774 -2.893 -1.503
H 1.176 -2.740 0.065
H -0.384 -3.123 -0.268
H -1.303 -1.441 1.108
H -1.052 0.244 0.679
H 0.237 -0.732 1.495
H -0.918 -1.166 -1.275
H 1.947 -0.321 -0.487
H 0.794 0.804 -1.231
H 3.506 -0.434 -2.267
H 2.539 0.730 -3.185
H 2.782 -0.822 -3.871
C 2.585 7.565 0.314
C 1.929 6.448 1.105
C 2.461 5.052 0.830
O 1.754 4.088 1.600
C 2.336 2.807 1.584
N 2.184 6.753 2.568
H 3.170 6.985 2.720
H 1.680 7.610 2.802
H 1.977 5.956 3.176
H 2.192 8.573 0.441
H 2.455 7.343 -0.747
H 3.660 7.542 0.502
H 0.848 6.384 0.970
H 3.548 4.940 0.894
H 2.190 4.782 -0.197
H 3.246 2.768 2.196
H 2.696 2.517 0.589
H 1.560 2.131 1.935
C -1.841 3.108 -0.883
C -3.232 3.587 -1.292
C -3.716 4.758 -0.466
O -3.642 4.458 0.902
C -4.174 5.473 1.735
N -3.262 3.932 -2.764
H -4.180 4.281 -3.061
H -2.587 4.644 -3.036
H -3.216 3.111 -3.391
H -1.841 2.784 0.155
H -1.131 3.938 -0.941
H -1.550 2.276 -1.525
H -3.905 2.728 -1.281
H -4.668 5.107 -0.882
H -2.992 5.576 -0.609
H -5.264 5.507 1.708
H -3.738 6.446 1.484
H -3.949 5.384 2.800
C 4.298 -3.052 -2.325
C 3.210 -4.014 -2.810
O 3.248 -4.396 -3.986
O 2.260 -4.318 -2.008
H 4.418 -2.156 -2.925
H 5.215 -3.648 -2.295
H 4.076 -2.797 -1.284
C -0.663 1.280 -4.473
C -2.013 0.559 -4.338
O -2.986 1.352 -4.098
O -1.995 -0.669 -4.199
H -0.823 2.288 -4.856
H 0.065 0.715 -5.054
H -0.239 1.336 -3.465
C 3.012 -0.721 3.024
C 2.508 -1.677 1.939
O 1.411 -2.248 2.141
O 3.262 -1.874 0.954
H 4.101 -0.688 2.997
H 2.678 -1.093 3.992
H 2.614 0.289 2.895
C -2.782 -5.280 -0.914
C -2.566 -4.050 -0.020
O -3.159 -2.980 -0.347
O -1.796 -4.125 0.970
H -1.836 -5.456 -1.421
H -3.522 -4.971 -1.652
H -3.258 -6.133 -0.434
```

Calculated values
Relative energy (zero: lowest compared OMol25 entry of this formula, charge and spin) in kcal per mole: 0.0
Orbital gap in eV: 4.47
Total charge: +3


2.
A molecular structure, C28H38BiN6O10Sb, computed with ωB97M-V with the def2-TZVPD basis set.

Geometry as XYZ:
```
84
C28H38BiN6O10Sb | OMol25 | ωB97M-V with the def2-TZVPD basis set
Bi 0.052 0.193 0.082
O -0.608 3.201 -4.805
C 0.615 2.666 -4.958
C 1.252 2.861 -6.185
C 2.512 2.348 -6.410
C 3.171 1.625 -5.417
C 2.542 1.424 -4.207
C 1.265 1.930 -3.952
C 0.646 1.651 -2.633
O 1.280 0.920 -1.799
N -0.547 2.166 -2.409
N -0.995 1.929 -1.115
C -1.999 2.646 -0.756
C -2.616 2.721 0.543
C -3.813 3.452 0.629
C -4.452 3.661 1.828
C -3.866 3.155 2.993
C -2.685 2.452 2.943
C -2.025 2.197 1.720
O -0.915 1.510 1.723
H -0.897 3.003 -3.880
H 0.728 3.428 -6.944
H 2.989 2.511 -7.368
H 4.160 1.224 -5.594
H 3.022 0.857 -3.420
H -2.407 3.307 -1.521
H -4.232 3.857 -0.285
H -5.377 4.220 1.871
H -4.346 3.321 3.950
H -2.231 2.062 3.846
C 2.230 2.474 1.891
O 2.497 1.627 0.784
C 3.381 0.565 1.111
C 3.589 -0.273 -0.134
O 2.550 -1.227 -0.323
C 2.819 -2.468 0.315
H 3.159 2.745 2.401
H 1.549 1.992 2.594
H 1.757 3.373 1.502
H 2.959 -0.050 1.919
H 4.333 0.981 1.463
H 4.556 -0.784 -0.096
H 3.567 0.389 -1.000
H 3.775 -2.869 -0.034
H 2.017 -3.152 0.053
H 2.851 -2.365 1.405
C 0.815 0.683 4.931
C 0.718 -0.680 4.343
N 0.385 -0.959 3.099
C 0.363 -2.331 3.005
C 0.700 -2.883 4.213
N 0.927 -1.817 5.043
C 0.840 -4.252 4.777
O 0.575 -5.254 3.979
O 1.184 -4.374 5.934
C -0.026 -3.015 1.732
O -0.096 -4.263 1.740
O -0.264 -2.281 0.741
H 0.319 1.381 4.259
H 1.853 0.993 5.066
H 0.322 0.724 5.903
H 1.188 -1.932 6.011
H 0.282 -4.915 3.057
C -0.740 -3.729 -2.059
Sb -0.658 -1.622 -2.296
C 0.553 -1.525 -4.042
C -2.571 -1.291 -3.180
H -1.285 -4.163 -2.898
H -1.217 -3.969 -1.112
H 0.275 -4.124 -2.044
H 0.321 -2.370 -4.690
H 1.603 -1.550 -3.760
H 0.360 -0.594 -4.574
H -2.561 -1.612 -4.221
H -2.821 -0.233 -3.125
H -3.319 -1.868 -2.638
N -4.077 -1.684 0.657
C -2.967 -0.977 0.977
N -2.610 -0.925 2.270
O -2.330 -0.396 0.076
H -4.720 -1.999 1.359
H -4.398 -1.616 -0.292
H -3.006 -1.560 2.939
H -1.732 -0.470 2.496
```

Calculated values
Relative energy (zero: lowest compared OMol25 entry of this formula, charge and spin) in kcal per mole: 3.5
Orbital gap in eV: 7.78
Total charge: 0


3.
A molecular structure, C36H28BrCl2HfN2O7S4 at a distorted geometry, computed with ωB97M-V with the def2-TZVPD basis set.

Geometry as XYZ:
```
81
C36H28BrCl2HfN2O7S4 | OMol25 | ωB97M-V with the def2-TZVPD basis set
Hf 0.752 -1.007 -0.026
O -2.403 0.617 -1.628
C -2.332 1.905 -2.035
C -3.513 2.539 -2.392
C -3.483 3.836 -2.906
C -2.279 4.535 -2.966
C -1.131 3.952 -2.371
C -1.119 2.632 -1.906
C 0.043 2.092 -1.067
O -0.045 0.669 -0.916
N 0.025 2.793 0.221
N 1.253 2.631 0.898
C 1.343 3.274 2.029
C 2.512 3.335 2.947
Br 2.363 2.284 4.526
C 3.599 4.156 2.948
C 4.328 4.920 1.890
C 5.516 5.589 2.222
C 6.150 6.333 1.246
C 5.650 6.413 -0.057
C 4.522 5.694 -0.409
C 3.859 4.903 0.557
H -1.498 0.362 -1.310
H -4.453 1.974 -2.306
H -4.443 4.292 -3.287
H -2.265 5.508 -3.439
H -0.231 4.484 -2.484
H 0.977 2.315 -1.604
H -0.214 3.761 0.125
H 0.519 3.940 2.362
H 4.028 4.225 3.949
H 5.777 5.628 3.282
H 7.055 6.924 1.465
H 6.075 7.166 -0.795
H 4.125 5.580 -1.408
H 3.025 4.237 0.265
O 5.915 -4.136 0.840
C 5.195 -3.172 0.702
S 3.991 -3.217 -0.629
C 3.411 -1.631 -0.573
C 3.686 -0.907 0.684
S 2.674 0.255 1.342
S 5.101 -1.575 1.589
S 2.625 -0.954 -1.975
Cl -1.623 -2.434 6.805
C -1.377 -1.961 5.226
C -2.212 -0.932 4.627
C -1.860 -0.429 3.378
Cl -2.778 0.872 2.744
C -0.723 -0.931 2.612
O -0.218 -0.180 1.690
C -0.161 -2.183 3.157
C 0.843 -2.860 2.446
O 1.203 -2.599 1.221
C -0.373 -2.550 4.495
H -2.995 -0.453 5.237
H 1.281 -3.791 2.901
H 0.198 -3.366 4.923
C -4.893 -5.670 -4.122
C -3.928 -5.009 -3.149
C -2.629 -5.498 -2.883
C -1.714 -4.773 -2.085
C -0.403 -5.460 -1.721
C -2.086 -3.520 -1.530
C -3.404 -3.131 -1.671
C -4.064 -1.952 -0.958
C -4.333 -3.873 -2.465
C -1.062 -2.617 -0.869
O -1.354 -1.828 0.057
O 0.128 -2.565 -1.418
H -4.977 -6.747 -4.006
H -4.543 -5.498 -5.157
H -5.915 -5.241 -4.001
H -2.353 -6.479 -3.330
H -0.320 -5.692 -0.621
H 0.447 -4.885 -2.077
H -0.390 -6.386 -2.252
H -3.588 -1.032 -1.297
H -3.974 -2.029 0.125
H -5.176 -1.937 -1.192
H -5.361 -3.531 -2.435
```

Calculated values
Relative energy (zero: lowest compared OMol25 entry of this formula, charge and spin) in kcal per mole: 0.0
Orbital gap in eV: 4.64
Total charge: -1


4.
A gas-phase ion, C7H17N2O (charge +1) at a distorted geometry, computed with ωB97M-V with the def2-TZVPD basis set.

Geometry as XYZ:
```
27
C7H17N2O | OMol25 | ωB97M-V with the def2-TZVPD basis set
C 1.895 1.477 -0.284
C 1.922 -0.038 -0.286
C 0.609 2.116 -0.633
C -1.166 0.730 0.169
C -1.824 0.309 1.419
C -2.466 -0.827 -1.150
C 1.221 -2.212 0.766
N -1.405 0.204 -0.969
N 1.212 -0.657 0.814
O -0.339 1.657 0.348
H 2.078 1.913 0.658
H 2.636 1.666 -1.066
H 1.549 -0.358 -1.299
H 2.890 -0.386 -0.312
H 0.712 3.197 -0.721
H 0.361 1.767 -1.632
H -2.188 -0.735 1.443
H -2.673 0.863 1.791
H -1.140 0.432 2.195
H -2.037 -1.840 -0.722
H -3.381 -0.585 -0.562
H -2.671 -1.065 -2.155
H 0.935 -2.572 -0.226
H 2.182 -2.760 0.988
H 0.417 -2.372 1.477
H -0.869 0.454 -1.751
H 1.541 -0.374 1.698
```

Calculated values
Relative energy (zero: lowest compared OMol25 entry of this formula, charge and spin) in kcal per mole: 49.1
Orbital gap in eV: 9.89
Total charge: +1
Structure (SMILES): CNCCCO/C(C)=[NH+]/C